Entry from OMol25: a cluster of 2 separate species, C16H33INO2S in total at a distorted geometry (wB97M-V/def2-TZVPD).

Results
HOMO (spin up / spin down) = -8.16 / -9.09 eV
Gap between HOMO and LUMO (spin up / spin down) = 8.69 / 9.61 eV
Lowest unoccupied orbital energy (spin up / spin down) = 0.5 / 0.5 eV
Multiplicity = 2

Geometry (Å):
H 0.40 3.26 -0.78
H 1.20 4.17 0.60
S -2.93 2.63 3.35
C 0.89 0.89 -0.38
C -1.73 -1.00 -2.21
H -2.25 -3.32 -1.73
H 2.07 -0.17 2.05
H -1.86 -1.18 -3.29
H -1.28 3.90 2.19
H 2.99 -3.82 -2.56
H 3.96 -1.89 -2.47
H -2.87 4.03 1.39
C -0.58 -1.89 -1.59
H 1.17 -1.69 1.98
C -0.14 -0.05 2.48
H -0.31 -2.28 0.53
C 0.94 -0.57 0.15
H 2.27 -2.25 0.31
H -0.63 -0.80 3.12
H 2.15 3.60 -0.81
H -1.54 0.06 -1.96
H 3.07 -0.36 -2.58
C -1.16 -3.36 -1.59
H -0.77 -3.85 -2.50
H -4.78 4.07 3.86
C -4.67 3.11 3.35
H -1.29 -0.80 0.14
H -0.16 1.22 -0.48
C 2.99 -1.45 -2.78
I 3.77 1.76 0.56
C 1.87 -2.06 -1.84
C 2.11 -1.44 -0.42
H -0.85 0.41 1.78
C 1.58 1.96 0.53
H 2.81 -1.68 -3.84
H 1.16 2.03 1.55
H -5.23 2.35 3.89
C -2.35 4.02 2.35
C 1.31 3.37 -0.15
H 0.16 0.77 3.16
H 1.32 -4.21 -2.19
H -2.53 4.95 2.89
H -2.66 -1.28 -1.67
H 2.55 -3.96 -0.87
N 0.59 -1.72 -2.47
H -0.87 -3.94 -0.70
C -0.39 -1.38 -0.12
O -2.81 1.41 2.51
C 1.11 -0.61 1.72
H 3.08 -0.90 -0.45
O 0.60 -0.61 -3.11
C 2.17 -3.61 -1.84
H -5.04 3.18 2.33
H 1.38 0.98 -1.37